*P*
Molecular formula: C4H10O
Method: DFT, wB97M-V/def2-TZVPD

XYZ file:
```
15
C4H10O wB97M-V/def2-TZVPD
C 0.98 -0.31 -1.31
C -0.25 -0.24 -0.74
C -1.50 -0.50 -1.54
C -0.48 0.09 0.69
H 1.95 -0.16 -0.81
H 0.99 -0.61 -2.36
H -1.19 -0.99 -2.48
H -2.05 0.43 -1.79
H -2.17 -1.18 -1.00
H -0.91 1.10 0.79
H 0.49 0.07 1.20
H -1.16 -0.63 1.19
O 1.80 1.03 2.33
H 0.98 0.95 2.87
H 2.53 0.93 2.97
```

Summary:
orbital gap = 9.7073 eV
SMILES = C=C(C)C.O

*Q*
Molecular formula: C4H10O
Method: DFT, wB97M-V/def2-TZVPD

XYZ file:
```
15
C4H10O wB97M-V/def2-TZVPD
C -0.24 -1.40 -1.17
C 0.01 -0.38 0.00
C -1.26 0.34 0.41
C 1.14 1.24 0.22
O 0.69 -1.05 1.02
H -1.03 -1.10 -1.87
H 0.67 -1.62 -1.73
H -0.59 -2.39 -0.79
H -2.12 0.21 -0.26
H -1.53 0.16 1.45
H -0.93 1.36 0.34
H 0.76 2.13 -0.28
H 1.10 1.57 1.30
H 2.22 1.16 0.02
H 1.11 -0.24 1.34
```

Summary:
orbital gap = 10.2514 eV

Least stable structure: *Q*

*P*
Molecular formula: C4H10O
Method: DFT, wB97M-V/def2-TZVPD

XYZ file:
```
15
C4H10O wB97M-V/def2-TZVPD
C -1.24 1.16 -0.56
C -0.56 0.62 0.45
C -0.38 -0.87 0.63
C 1.02 -1.36 1.03
H -1.63 0.56 -1.38
H -1.39 2.23 -0.67
H -0.18 1.27 1.24
H -0.69 -1.38 -0.30
H -1.09 -1.17 1.40
H 1.76 -1.19 0.24
H 1.38 -0.85 1.94
H 1.00 -2.43 1.24
O 0.75 1.51 -1.87
H 0.71 1.13 -0.96
H 0.54 0.76 -2.44
```

Summary:
orbital gap = 10.2727 eV
SMILES = C=CCC.O

*Q*
Molecular formula: C4H10O
Method: DFT, wB97M-V/def2-TZVPD

XYZ file:
```
15
C4H10O wB97M-V/def2-TZVPD
C -0.97 -1.03 0.72
C 0.35 -0.88 0.58
C 1.25 -1.81 -0.18
O 1.07 0.16 1.10
H -1.48 -1.87 0.27
H -1.57 -0.32 1.28
H 0.67 -2.54 -0.74
H 1.87 -1.23 -0.88
H 1.93 -2.33 0.50
H 0.45 0.77 1.53
C -0.71 2.22 -0.84
H -0.20 1.26 -0.91
H -1.68 2.15 -1.35
H -0.88 2.46 0.22
H -0.11 3.00 -1.29
```

Summary:
orbital gap = 9.8163 eV
SMILES = C=C(C)O.C

*R*
Molecular formula: C4H10O
Method: DFT, wB97M-V/def2-TZVPD

XYZ file:
```
15
C4H10O wB97M-V/def2-TZVPD
C 0.24 -0.15 2.42
C -0.34 0.90 1.56
C -0.74 0.87 0.27
C -1.26 2.08 -0.56
H -0.21 -1.17 2.10
H 1.29 -0.35 2.26
H 0.16 0.19 3.39
H -0.16 1.90 1.94
H -0.82 -0.08 -0.24
H -1.53 2.05 -1.62
H -0.44 2.79 -0.48
H -2.21 2.25 -0.02
O 2.21 -3.93 -3.96
H 2.14 -4.08 -2.95
H 1.69 -3.25 -4.12
```

Summary:
orbital gap = 9.7776 eV
SMILES = C/C=C/C.O

Least stable structure: *R*

*P*
Molecular formula: C2H12N4O
Method: DFT, wB97M-V/def2-TZVPD

XYZ file:
```
19
C2H12N4O wB97M-V/def2-TZVPD
C -1.29 -1.39 -1.22
C -0.06 -0.15 0.01
N 1.20 -0.68 -0.37
N -0.23 1.27 -0.25
N 2.34 -0.45 0.51
N -1.23 1.90 0.55
O -0.35 -0.38 1.34
H -1.66 -2.12 -0.53
H -2.04 -0.71 -1.60
H -0.61 -1.76 -1.95
H 1.45 -0.55 -1.35
H -0.30 1.49 -1.24
H 3.02 -1.22 0.36
H 1.99 -0.53 1.49
H 2.84 0.45 0.40
H -2.21 1.84 0.18
H -1.21 1.40 1.47
H -1.00 2.90 0.70
H -0.64 -1.29 1.50
```

Summary:
orbital gap = 10.3489 eV
net charge = +2

*Q*
Molecular formula: C2H12N4O
Method: DFT, wB97M-V/def2-TZVPD

XYZ file:
```
19
C2H12N4O wB97M-V/def2-TZVPD
C -0.39 -1.02 1.41
C 0.00 -0.17 0.07
O 0.33 1.19 0.49
N 1.22 -0.67 -0.62
N 2.27 0.26 -0.86
N -1.16 -0.27 -0.83
N -2.21 0.61 -0.45
H -0.85 -0.38 2.15
H -1.09 -1.68 1.18
H 0.52 -1.46 1.81
H 0.43 1.17 1.44
H 1.39 -1.69 -0.54
H 3.33 0.08 -0.58
H 2.09 1.21 -0.32
H 2.38 0.63 -1.79
H -0.82 -0.12 -1.70
H -2.90 -0.10 -0.05
H -1.98 1.12 0.39
H -2.54 1.28 -1.21
```

Summary:
orbital gap = 11.8660 eV
SMILES = CC(O)(N[NH3+])N[NH3+]
net charge = +2

Least stable structure: *P*

*P*
Molecular formula: C3H8N2OS2
Method: DFT, wB97M-V/def2-TZVPD

XYZ file:
```
16
C3H8N2OS2 wB97M-V/def2-TZVPD
C -0.92 0.69 1.60
N -0.72 0.61 0.15
S 0.03 1.97 -0.57
C -0.38 -0.67 -0.34
C 1.00 -1.00 -0.80
S 2.31 -0.67 0.44
N -1.24 -1.61 -0.42
O -2.52 -1.29 -0.06
H -1.53 -0.14 1.92
H -1.45 1.65 1.83
H 0.04 0.71 2.08
H -1.01 2.42 -1.34
H 1.23 -0.46 -1.68
H 1.04 -2.02 -1.02
H 2.62 0.53 0.02
H -2.63 -0.32 -0.05
```

Summary:
orbital gap = 9.6051 eV
SMILES = CN(S)/C(CS)=N\O

*Q*
Molecular formula: C3H8N2OS2
Method: DFT, wB97M-V/def2-TZVPD

XYZ file:
```
16
C3H8N2OS2 wB97M-V/def2-TZVPD
H 2.13 -0.25 1.32
N 2.16 -0.54 0.25
C 0.95 -0.61 -0.28
N 0.73 -0.30 -1.56
S -0.58 -1.26 -2.29
C -0.30 -0.65 0.50
O -0.25 -0.76 1.82
C -1.03 0.72 0.21
S 0.03 1.90 1.20
H 1.68 -0.45 -2.02
H -0.79 -0.12 -3.46
H -0.74 -1.50 0.07
H 0.06 0.21 2.23
H -1.82 0.53 0.91
H -1.18 0.85 -0.85
H -1.05 2.23 1.93
```

Summary:
orbital gap = 9.0065 eV
SMILES = [H]/N=C(/NS)[C@@H](O)CS

Least stable structure: *Q*

*P*
Molecular formula: C4H6N2O
Method: DFT, wB97M-V/def2-TZVPD

XYZ file:
```
13
C4H6N2O wB97M-V/def2-TZVPD
C -1.10 -2.13 0.24
O -0.36 -1.27 1.10
C 0.15 -0.18 0.53
C 0.93 0.78 1.40
N 1.19 1.68 0.47
C 0.60 1.42 -0.85
N 0.04 0.11 -0.72
H -1.95 -1.61 -0.20
H -1.44 -2.97 0.86
H -0.45 -2.50 -0.56
H -0.25 2.26 -1.14
H 1.80 2.46 0.65
H 0.83 1.95 -1.77
```

Summary:
orbital gap = 9.2487 eV

*Q*
Molecular formula: C4H6N2O
Method: DFT, wB97M-V/def2-TZVPD

XYZ file:
```
13
C4H6N2O wB97M-V/def2-TZVPD
C 0.74 1.28 -1.14
O -0.34 0.70 -1.90
C -0.63 -0.55 -1.63
N -0.06 -1.39 -0.95
N 0.10 -2.31 -0.12
C -0.81 -0.30 2.06
C -0.99 0.80 2.52
H 0.84 2.31 -1.48
H 0.51 1.24 -0.07
H 1.67 0.73 -1.35
H 0.76 -2.99 -0.53
H -0.64 -1.27 1.64
H -1.15 1.76 2.95
```

Summary:
orbital gap = 9.2779 eV

*R*
Molecular formula: C4H6N2O
Method: DFT, wB97M-V/def2-TZVPD

XYZ file:
```
13
C4H6N2O wB97M-V/def2-TZVPD
C -1.55 -0.23 -1.38
C -0.25 -0.14 -1.10
N 0.45 1.11 -1.09
C 0.88 1.15 0.11
C 0.45 -0.07 0.89
O 1.09 -0.44 2.06
N 0.45 -1.02 -0.24
H -2.08 0.61 -1.81
H -2.11 -1.11 -1.09
H 1.42 2.01 0.52
H -0.63 0.11 1.10
H 2.00 -0.14 2.05
H -0.10 -1.85 -0.03
```

Summary:
orbital gap = 9.6941 eV
SMILES = C=C1N=C[C@H](O)N1

*S*
Molecular formula: C4H6N2O
Method: DFT, wB97M-V/def2-TZVPD

XYZ file:
```
13
C4H6N2O wB97M-V/def2-TZVPD
H -1.31 2.69 -1.63
N -0.46 2.42 -1.15
C -0.59 1.33 -0.53
C -1.84 0.56 -0.54
N -2.85 0.00 -0.57
O 0.44 0.83 0.17
C 0.36 -0.43 0.85
C 1.38 -1.40 0.28
H 0.58 -0.21 1.90
H -0.65 -0.85 0.79
H 2.40 -0.99 0.36
H 1.35 -2.33 0.84
H 1.18 -1.62 -0.77
```

Summary:
orbital gap = 11.1355 eV
SMILES = [H]/N=C(\C#N)OCC

Least stable structure: *Q*

*P*
Molecular formula: C2H5N3S
Method: DFT, wB97M-V/def2-TZVPD

XYZ file:
```
11
C2H5N3S wB97M-V/def2-TZVPD
H 2.60 0.77 1.08
N 1.62 1.10 1.21
C 0.84 0.39 0.46
N 1.25 -0.84 -0.13
C -0.54 0.65 0.06
N -1.24 -0.25 -0.49
S -2.76 0.33 -1.09
H 1.93 -1.40 0.41
H 0.51 -1.43 -0.58
H -0.97 1.67 0.27
H -3.24 -1.00 -1.20
```

Summary:
orbital gap = 9.3562 eV
SMILES = [H]/N=C(N)/C=N/S

*Q*
Molecular formula: C2H5N3S
Method: DFT, wB97M-V/def2-TZVPD

XYZ file:
```
11
C2H5N3S wB97M-V/def2-TZVPD
C 1.06 1.30 0.18
C -0.04 0.77 -0.66
N 1.83 0.41 0.71
N 0.25 -0.60 -0.76
N -1.34 -1.77 0.77
S 1.54 -1.07 0.11
H 1.25 2.26 0.72
H -0.93 0.97 -0.22
H -0.03 1.21 -1.67
H -1.89 -0.90 0.68
H -1.70 -2.57 0.13
```

Summary:
orbital gap (spin up / spin down) = 8.9816 / 7.7383 eV

Least stable structure: *Q*